ORCA calculation (ωB97M-V/def2-TZVPD) on 2 unconnected molecules or ions with the total composition C4H13N3O at a distorted geometry.

```
21
Properties=species:S:1:pos:R:3:forces:R:3
C 1.1511 1.5282 0.8017 -0.49 -3.63 -0.82
C -1.1835 -1.6778 -1.4728 -0.28 -2.42 -0.88
C -1.5577 -0.7133 0.8428 0.26 -0.95 -0.28
C 0.2120 -0.0525 -0.7265 3.11 -0.26 3.20
N 0.5948 2.6211 1.1415 0.24 1.24 0.63
N 2.2463 0.9438 1.1961 0.81 2.27 0.76
N -0.6391 -1.2373 -0.1938 1.46 1.76 0.47
O 1.3557 -0.4291 -1.2409 0.51 -0.10 -1.74
H -1.2579 -0.8273 -2.0929 -0.22 0.54 -1.10
H -0.5357 -2.4833 -1.8764 -0.10 0.89 -0.02
H -2.1464 -2.1428 -1.4148 -0.74 -0.06 0.57
H -2.2599 -0.1592 0.3298 -1.36 2.00 -0.78
H -2.1448 -1.4981 1.2361 -0.27 -1.22 0.61
H -0.9918 -0.2294 1.6034 0.24 0.49 0.46
H -0.3810 0.6589 -1.1623 -1.57 1.49 -1.16
H -0.3550 2.5852 0.9018 -1.54 1.15 -0.18
H 0.9845 3.4297 1.6591 -0.24 -0.76 -0.27
H 2.4670 0.2443 0.4991 1.30 -0.41 0.62
H 2.9320 1.4840 1.8625 -1.16 -1.80 -1.86
H -0.1612 -2.0339 0.2310 0.93 0.38 -0.11
H 1.6707 -0.0112 -2.1244 -0.90 -0.60 1.87
```
Positions in Å, forces in eV/Å.

Its strongest force on any atom is 4.474 eV Å⁻¹. Its total energy is -398.9548 Ha. Its energy relative to the best compared isomer or geometry (same formula, charge and spin) is 80.6 kcal per mole. The spin multiplicity is 1. The LUMO energy (spin up / spin down) comes out at -8.84 / -8.84 eV. Its HOMO energy (spin up / spin down) is -18.06 / -18.06 eV. The frontier orbital gap (spin up / spin down) comes out at 9.22 / 9.22 eV. Its total charge is +2.

***

ORCA calculation (ωB97M-V/def2-TZVPD) on 2 unconnected molecules or ions with the total composition C4H13N4O at a distorted geometry.

```
22
Properties=species:S:1:pos:R:3:forces:R:3
C 1.5632 -0.3939 -1.7966 -3.33 -1.16 0.02
C 1.9823 -1.4088 0.4362 -2.65 -0.65 3.71
N 1.0584 -0.6300 1.0226 -1.01 1.47 -0.64
N 2.2645 -1.2484 -0.8199 0.99 0.18 -2.34
N 2.4611 -2.3864 1.2608 1.36 0.16 -2.71
H 0.5934 0.1190 0.5050 0.21 -0.34 -0.35
H 0.3564 -0.9263 1.6993 1.03 -0.51 0.16
H 2.6474 -1.9942 -1.3785 0.75 -0.37 0.91
H 3.3457 -2.7509 0.9478 -0.02 -0.55 0.31
H 2.1764 -2.6115 2.1941 -0.29 0.58 0.11
H 0.4575 -0.6389 -1.7448 0.87 -0.29 0.09
H 1.7940 -0.7401 -2.8296 0.54 0.97 0.92
H 1.4241 0.6507 -1.5638 1.37 0.50 -0.21
C -2.0995 2.8976 -0.1388 -0.03 0.59 -0.05
C -2.2329 1.4112 -0.0282 -0.18 0.14 0.12
O -1.2884 0.6290 -0.0471 0.07 -0.13 0.07
N -3.5070 1.0203 0.1831 -0.62 -0.48 0.29
H -1.1864 3.2418 -0.6172 0.43 -0.35 0.55
H -2.2258 3.2778 0.9048 0.16 0.12 -1.00
H -3.7440 0.1114 0.5426 0.47 -0.31 -0.24
H -4.2907 1.6495 0.2413 0.38 0.41 -0.15
H -2.8437 3.3042 -0.8241 -0.51 0.00 0.46
```
Positions in Å, forces in eV/Å.

Its strongest force on any atom is 4.606 eV Å⁻¹. Its total energy is -454.2771 Ha. Its energy relative to the best compared isomer or geometry (same formula, charge and spin) is 31.8 kcal per mole. The spin multiplicity is 1. The LUMO energy comes out at -2.62 eV. Its HOMO energy is -13.35 eV. The frontier orbital gap comes out at 10.74 eV. Its total charge is +1.

***

ORCA calculation (ωB97M-V/def2-TZVPD) on a gas-phase ion, C4H13N4O2 (charge +1) at a distorted geometry.

```
23
Properties=species:S:1:pos:R:3:forces:R:3
C 2.5383 -0.4020 0.4274 -0.81 0.41 -1.44
C 1.5022 0.7543 0.3307 -0.34 -2.13 -0.30
N 0.2188 0.1040 -0.2222 0.70 3.57 -0.99
C -0.5243 -0.7276 0.6515 -2.12 -0.27 -0.87
C -1.9689 -0.7767 0.0384 0.37 0.00 2.08
O -1.8055 -1.2665 -1.2228 0.46 -1.43 -2.22
N -2.6046 0.5063 -0.0174 -2.48 -1.52 3.40
N -1.9160 1.4062 -0.8034 -0.99 0.04 -1.17
N -4.3505 0.3785 0.0202 -0.20 -2.22 1.55
O -4.7657 -0.5339 0.6572 2.50 3.30 -2.44
H 2.7965 -0.5783 -0.6378 -0.45 -1.01 0.51
H 3.4280 0.0909 0.6770 1.53 0.25 1.34
H 2.2958 -1.3261 1.0557 0.31 1.57 -1.00
H 1.7879 1.5140 -0.4347 -0.03 -0.49 0.92
H 1.3220 1.1693 1.3371 -0.36 0.11 -0.69
H -0.6303 1.0040 -0.2972 1.86 -1.08 -1.01
H 0.3877 -0.2881 -1.1919 -0.29 0.37 1.58
H -0.1284 -1.6643 0.9304 0.53 -1.44 -0.53
H -0.6121 -0.2423 1.5617 -0.23 1.33 1.86
H -2.5000 -1.3572 0.8004 -0.58 -0.33 -0.69
H -2.5321 -1.7224 -1.6832 0.06 0.30 0.79
H -1.8748 0.9389 -1.6933 0.43 0.11 -1.21
H -2.4859 2.2247 -0.9793 0.12 0.54 0.52
```
Positions in Å, forces in eV/Å.

Its strongest force on any atom is 4.803 eV Å⁻¹. Its total energy is -529.2824 Ha. The SMILES is CC[NH2+]C[C@H](O)N(N)N=O. Its energy relative to the best compared isomer or geometry (same formula, charge and spin) is 36.0 kcal per mole. The spin multiplicity is 1. The LUMO energy (spin up / spin down) comes out at -4.24 / -4.24 eV. Its HOMO energy (spin up / spin down) is -12.76 / -12.76 eV. The frontier orbital gap (spin up / spin down) comes out at 8.52 / 8.52 eV. Its total charge is +1.

***

Q: What is the formula in the first record?
A: C4H13N3O